(1)
The following is a DFT calculation (wB97M-V/def2-TZVPD) of 6 unconnected molecules or ions with the total composition CH13O5S in a non-equilibrium geometry.

- spin multiplicity = 1
- largest force on an atom (eV/Å) = 1.401
- total charge = -1
- total energy (eV) = -22323.0785
- ΔE to the lowest compared entry with this formula, charge and spin (kcal/mol) = 7.8
- HOMO-LUMO gap (eV) = 7.53

Each line ends with the Mulliken charge.
Cartesian coordinates (Å):
S  -0.245  1.045  1.877  -0.63
O  -2.604  1.107  -0.816  -0.73
O  2.018  -0.695  0.465  -0.58
O  -1.261  -1.924  -1.210  -0.66
O  2.153  -0.262  -2.298  -0.67
O  0.235  1.890  -1.293  -0.72
C  -0.682  -0.705  2.383  -0.76
H  -1.591  -1.095  1.928  0.22
H  0.838  2.605  -1.057  0.29
H  -1.742  -1.104  -1.034  0.36
H  1.361  -0.185  0.998  0.27
H  -1.838  1.392  -1.344  0.37
H  -0.002  1.536  -0.404  0.19
H  1.633  0.535  -2.126  0.36
H  -0.878  -0.552  3.439  0.26
H  2.145  -0.716  -1.441  0.33
H  0.074  -1.456  2.163  0.27
H  -2.095  1.031  0.029  0.28
H  -0.341  -1.632  -1.227  0.34
H  2.823  -0.814  0.968  0.21

Atoms 1-6, force components in eV/Å:
S -0.114 -0.753 -0.562
O 1.275 -0.209 0.542
O -0.121 -0.432 -0.309
O 0.084 0.167 0.022
O 0.010 -0.140 -0.239
O 0.092 0.064 0.119

(2)
The following is a DFT calculation (wB97M-V/def2-TZVPD) of 6 unconnected molecules or ions with the total composition CH13O5S in a non-equilibrium geometry.

- spin multiplicity = 1
- largest force on an atom (eV/Å) = 2.919
- total charge = -1
- total energy (eV) = -22322.7839
- ΔE to the lowest compared entry with this formula, charge and spin (kcal/mol) = 14.6
- HOMO-LUMO gap (eV) = 7.74

Each line ends with the Mulliken charge.
Cartesian coordinates (Å):
S  1.484  0.957  -0.576  -0.62
O  -1.159  1.814  1.127  -0.70
O  -1.819  -1.193  0.822  -0.75
O  2.824  -1.276  -2.851  -0.66
O  0.029  -1.489  -1.233  -0.81
O  -4.321  0.212  0.432  -0.66
C  2.270  0.648  1.125  -0.70
H  -0.689  -0.998  -1.666  0.34
H  3.038  -0.444  -2.373  0.32
H  -3.729  0.500  -0.276  0.30
H  -3.748  -0.409  0.915  0.37
H  1.927  -1.527  -2.595  0.36
H  -0.923  2.124  2.076  0.31
H  1.944  -0.305  1.553  0.25
H  3.326  0.889  1.058  0.27
H  0.728  -0.738  -1.108  0.16
H  -0.284  1.534  0.783  0.21
H  -1.556  -0.244  0.883  0.37
H  -1.153  -1.467  0.144  0.44
H  1.812  1.410  1.762  0.21

Atoms 1-6, force components in eV/Å:
S 0.795 0.208 0.915
O 0.668 0.653 2.766
O 0.741 0.888 -0.440
O 0.550 0.391 -0.069
O 0.046 0.223 -0.618
O 0.136 -0.118 -0.002

(3)
The following is a DFT calculation (wB97M-V/def2-TZVPD) of a molecular structure, CH13O9Pb in a non-equilibrium geometry.

- spin multiplicity = 1
- largest force on an atom (eV/Å) = 4.646
- total charge = +1
- total energy (eV) = -24917.5509
- ΔE to the lowest compared entry with this formula, charge and spin (kcal/mol) = 10.1
- HOMO-LUMO gap (eV) = 8.40

Each line ends with the Mulliken charge.
Cartesian coordinates (Å):
Pb  0.086  -0.231  -0.272  1.31
O  2.131  -0.387  1.193  -0.48
O  1.863  -0.866  -1.804  -0.50
O  0.294  3.612  0.184  -0.48
O  -0.723  -0.541  2.305  -0.41
O  -2.318  -0.648  -0.174  -0.41
O  1.238  1.764  -0.310  -0.69
O  -0.103  -2.533  0.157  -0.55
O  -0.788  0.530  -2.271  -0.56
O  -0.782  1.754  0.483  -0.67
C  0.233  2.308  0.154  0.80
H  -1.012  -1.350  2.737  0.24
H  2.893  -0.766  0.803  0.28
H  2.030  -0.389  -2.642  0.28
H  -1.737  0.521  -2.533  0.30
H  0.489  -2.570  0.943  0.34
H  -3.119  -0.158  -0.455  0.25
H  -0.824  0.057  3.041  0.24
H  2.210  -1.750  -1.869  0.28
H  -2.662  -1.337  0.317  0.21
H  -0.845  -2.988  0.522  0.27
H  2.500  0.408  1.611  0.29
H  -0.559  1.444  -2.366  0.32
H  -0.496  4.117  0.245  0.33

Atoms 1-6, force components in eV/Å:
Pb 0.438 -0.157 0.799
O -0.059 0.543 1.494
O 0.703 0.736 -1.141
O 2.086 2.150 -0.244
O -0.247 -0.640 0.485
O -1.160 2.249 -2.009

Repeat the third record exactly.
The following is a DFT calculation (wB97M-V/def2-TZVPD) of a molecular structure, CH13O9Pb in a non-equilibrium geometry.

- spin multiplicity = 1
- largest force on an atom (eV/Å) = 4.646
- total charge = +1
- total energy (eV) = -24917.5509
- ΔE to the lowest compared entry with this formula, charge and spin (kcal/mol) = 10.1
- HOMO-LUMO gap (eV) = 8.40

Each line ends with the Mulliken charge.
Cartesian coordinates (Å):
Pb  0.086  -0.231  -0.272  1.31
O  2.131  -0.387  1.193  -0.48
O  1.863  -0.866  -1.804  -0.50
O  0.294  3.612  0.184  -0.48
O  -0.723  -0.541  2.305  -0.41
O  -2.318  -0.648  -0.174  -0.41
O  1.238  1.764  -0.310  -0.69
O  -0.103  -2.533  0.157  -0.55
O  -0.788  0.530  -2.271  -0.56
O  -0.782  1.754  0.483  -0.67
C  0.233  2.308  0.154  0.80
H  -1.012  -1.350  2.737  0.24
H  2.893  -0.766  0.803  0.28
H  2.030  -0.389  -2.642  0.28
H  -1.737  0.521  -2.533  0.30
H  0.489  -2.570  0.943  0.34
H  -3.119  -0.158  -0.455  0.25
H  -0.824  0.057  3.041  0.24
H  2.210  -1.750  -1.869  0.28
H  -2.662  -1.337  0.317  0.21
H  -0.845  -2.988  0.522  0.27
H  2.500  0.408  1.611  0.29
H  -0.559  1.444  -2.366  0.32
H  -0.496  4.117  0.245  0.33

Atoms 1-6, force components in eV/Å:
Pb 0.438 -0.157 0.799
O -0.059 0.543 1.494
O 0.703 0.736 -1.141
O 2.086 2.150 -0.244
O -0.247 -0.640 0.485
O -1.160 2.249 -2.009

What is the formula in the third record?
CH13O9Pb

Look up the ΔE to the lowest compared entry with this formula, charge and spin of the first one.
7.8 kcal/mol

Number 3 is which compound?
CH13O9Pb